A cluster of 5 separate species, C10H20Cl10 in total at a distorted geometry, computed with ωB97M-V with the def2-TZVPD basis set.

For the lowest unoccupied orbital energy, the calculation gives 0.3 eV. The charge is 0. As for the total energy: -4994.92118 Ha. The molar mass is 494.800 u. Its energy relative to the best compared isomer or geometry (same formula, charge and spin) is 27.0 kcal/mol.

Element x y z (Å)
Cl 0.363316 -0.520637 -7.921865
Cl -0.571024 -0.370907 -4.783455
Cl -5.736984 1.428493 4.684965
Cl 1.023716 -0.351627 1.985295
Cl 1.607766 7.033903 4.409455
Cl 4.089356 -4.598167 -1.820235
Cl -0.570824 -2.962437 1.493595
Cl -1.119534 5.505533 3.323385
Cl 6.323736 -4.160227 -4.102895
Cl -7.304494 -0.853547 6.440175
C 0.657056 -1.473057 -5.399305
C 0.447206 5.426593 2.462365
C -1.125344 -1.457737 0.673605
C -8.047064 0.197443 5.165825
C 1.466396 -0.847127 -6.552715
C -7.077074 0.451473 4.044865
C 0.216146 -0.664467 0.367795
C 5.720396 -3.916477 -1.431065
C 1.192186 6.744793 2.698855
C 6.743706 -4.564967 -2.396065
H 5.990626 -4.029337 -0.381145
H -1.880914 -0.937457 1.262265
H -7.544674 0.988293 3.219465
H -0.001114 0.306103 -0.078165
H 2.300846 -1.408527 -6.972975
H 0.938436 -1.170817 -0.272525
H 1.093766 4.623103 2.815175
H -8.418694 1.126433 5.598215
H 7.796546 -4.302097 -2.293415
H -6.637114 -0.432597 3.583385
H 1.790956 0.135733 -6.211035
H 0.145326 -2.387217 -5.700195
H -8.996124 -0.205637 4.812395
H 0.535916 7.530643 2.324915
H 0.330156 5.245713 1.393865
H 1.353196 -1.744847 -4.605825
H 6.661846 -5.641517 -2.246265
H -1.615984 -1.763417 -0.250475
H 5.698116 -2.833227 -1.550165
H 2.160246 6.853833 2.209925

Forces on atoms 1 to 2 (eV/Å):
Cl 0.013 -0.022 -0.272
Cl -0.058 0.230 0.218